Entry 1:
ORCA calculation (ωB97M-V/def2-TZVPD) on a cluster of 2 separate species, C4H13NO2S in total.

* total charge: +1
* orbital gap (alpha / beta): 10.5 / 5.1 eV
* E_tot: -20768.347 eV
* 2S+1: 2
* energy above the lowest of the compared OMol25 structures with the same formula, charge and spin: 163.4 kJ/mol

CARTESIAN COORDINATES (ANGSTROEM)
C  1.865  -1.746  -0.618
N  1.621  -0.608  0.186
C  0.448  0.246  0.025
C  0.206  0.816  -1.370
S  -0.693  2.314  -1.450
C  -0.912  -0.519  0.379
O  -1.684  0.212  1.336
H  2.075  -1.529  -1.803
H  2.752  -2.224  -0.273
H  1.003  -2.379  -0.842
H  2.469  -0.203  0.567
H  0.633  0.791  1.041
H  -0.181  0.093  -2.173
H  1.191  0.974  -1.776
H  -1.892  1.799  -0.968
H  -1.565  -0.428  -0.462
H  -0.753  -1.543  0.642
H  -1.107  0.432  2.132
H  -0.603  -1.575  2.610
H  0.513  -2.255  1.790
O  -0.078  -2.375  2.536

How is the electron density shared among the atoms? According to Löwdin, the charges in e are: number 1, C, carries -0.04; number 2, N, carries 0.06; number 3, C, carries -0.30; number 4, C, carries -0.59; number 5, S, carries 0.88; number 6, C, carries -0.20; number 7, O, carries -0.05; number 8, H, carries 0.19; number 9, H, carries 0.10; number 10, H, carries 0.11; number 11, H, carries 0.17; number 12, H, carries 0.19; number 13, H, carries 0.13; number 14, H, carries 0.07; number 15, H, carries -0.06; number 16, H, carries 0.11; number 17, H, carries 0.09; number 18, H, carries 0.13; number 19, H, carries 0.02; number 20, H, carries 0.00; number 21, O, carries -0.02

Entry 2:
ORCA calculation (ωB97M-V/def2-TZVPD) on a cluster of 2 separate species, C4H13NO3 in total.

* total charge: 0
* orbital gap: 9.8 eV
* E_tot: -11989.641 eV
* energy above the lowest of the compared OMol25 structures with the same formula, charge and spin: 273.1 kJ/mol

CARTESIAN COORDINATES (ANGSTROEM)
O  1.552  1.619  3.061
C  1.149  0.987  1.819
C  0.320  1.808  0.901
C  -0.112  1.017  -0.367
N  0.666  -0.106  -0.865
C  -0.238  -1.020  -1.693
O  -0.269  -0.611  -3.022
H  1.155  2.476  3.222
H  0.708  0.085  2.322
H  2.039  0.592  1.336
H  -0.596  2.229  1.284
H  0.845  2.664  0.487
H  -1.025  0.558  0.036
H  -0.362  1.803  -1.092
H  1.587  0.141  -1.191
H  0.226  -1.999  -1.704
H  -1.143  -0.893  -1.113
H  -0.525  0.299  -3.178
O  -2.269  -3.906  0.226
H  -2.229  -4.387  -0.607
H  -1.478  -3.356  0.136

How is the electron density shared among the atoms? According to Löwdin, the charges in e are: number 1, O, carries -0.09; number 2, C, carries -0.26; number 3, C, carries -0.19; number 4, C, carries -0.26; number 5, N, carries -0.05; number 6, C, carries -0.26; number 7, O, carries -0.04; number 8, H, carries 0.07; number 9, H, carries 0.13; number 10, H, carries 0.11; number 11, H, carries 0.11; number 12, H, carries 0.11; number 13, H, carries 0.11; number 14, H, carries 0.11; number 15, H, carries 0.11; number 16, H, carries 0.11; number 17, H, carries 0.10; number 18, H, carries 0.08; number 19, O, carries -0.06; number 20, H, carries 0.03; number 21, H, carries 0.02

Entry 3:
ORCA calculation (ωB97M-V/def2-TZVPD) on a cluster of 4 separate species, C4H13NO3 in total.

* total charge: 0
* orbital gap: 3.5 eV
* E_tot: -11983.036 eV
* energy above the lowest of the compared OMol25 structures with the same formula, charge and spin: 910.4 kJ/mol

CARTESIAN COORDINATES (ANGSTROEM)
C  1.750  -1.228  1.111
N  0.599  -1.145  0.348
C  -0.385  -0.177  0.782
C  -0.140  1.241  0.272
C  2.702  -0.661  -1.948
O  2.085  -0.523  2.114
H  2.393  -2.024  0.753
H  -1.394  -0.498  0.441
H  -0.452  -0.297  1.910
H  -0.236  1.373  -0.969
H  0.814  1.567  0.695
H  -0.895  1.934  0.641
H  1.845  -0.949  -2.618
H  3.126  -1.611  -1.541
H  3.503  -0.049  -2.437
H  2.227  -0.140  -1.100
H  -4.093  -0.262  1.735
O  -3.236  -0.024  1.354
H  -3.229  0.506  0.311
H  -3.907  1.586  -1.177
O  -3.076  1.382  -0.679

How is the electron density shared among the atoms? According to Löwdin, the charges in e are: number 1, C, carries -0.28; number 2, N, carries 0.18; number 3, C, carries -0.26; number 4, C, carries -0.06; number 5, C, carries -0.05; number 6, O, carries 0.08; number 7, H, carries 0.11; number 8, H, carries 0.11; number 9, H, carries 0.15; number 10, H, carries 0.16; number 11, H, carries 0.07; number 12, H, carries 0.07; number 13, H, carries 0.04; number 14, H, carries 0.02; number 15, H, carries 0.04; number 16, H, carries -0.02; number 17, H, carries 0.02; number 18, O, carries -0.14; number 19, H, carries 0.00; number 20, H, carries 0.01; number 21, O, carries -0.24

Entry 4:
ORCA calculation (ωB97M-V/def2-TZVPD) on a cluster of 3 separate species, C4H13NO3 in total.

* total charge: 0
* orbital gap: 3.4 eV
* E_tot: -11983.897 eV
* energy above the lowest of the compared OMol25 structures with the same formula, charge and spin: 827.3 kJ/mol

CARTESIAN COORDINATES (ANGSTROEM)
C  -1.240  -0.128  -0.123
N  -0.075  -0.903  -0.601
C  1.028  0.018  -0.900
C  0.178  -2.145  0.117
C  0.244  -2.044  1.596
O  1.381  -1.220  2.063
H  -2.124  -0.838  -0.017
H  -1.474  0.639  -0.929
H  -1.096  0.383  0.843
H  0.632  0.818  -1.481
H  1.477  0.446  0.048
H  1.847  -0.546  -1.368
H  -0.288  -3.058  -0.247
H  -0.677  -1.496  1.962
H  0.352  -2.971  2.117
H  1.851  -1.211  1.213
H  -0.978  2.959  -2.629
O  -0.811  2.281  -1.977
H  -0.314  2.665  -0.607
H  0.031  3.629  0.573
O  0.055  2.722  0.347

How is the electron density shared among the atoms? According to Löwdin, the charges in e are: number 1, C, carries -0.06; number 2, N, carries -0.23; number 3, C, carries -0.07; number 4, C, carries 0.18; number 5, C, carries -0.17; number 6, O, carries -0.04; number 7, H, carries 0.11; number 8, H, carries 0.09; number 9, H, carries 0.09; number 10, H, carries 0.05; number 11, H, carries 0.10; number 12, H, carries 0.09; number 13, H, carries 0.14; number 14, H, carries 0.16; number 15, H, carries 0.11; number 16, H, carries 0.06; number 17, H, carries -0.06; number 18, O, carries -0.34; number 19, H, carries -0.05; number 20, H, carries -0.02; number 21, O, carries -0.14

Entry 5:
ORCA calculation (ωB97M-V/def2-TZVPD) on a cluster of 3 separate species, C4H13NO3 in total.

* total charge: 0
* orbital gap: 10.6 eV
* E_tot: -11989.682 eV
* energy above the lowest of the compared OMol25 structures with the same formula, charge and spin: 269.1 kJ/mol

CARTESIAN COORDINATES (ANGSTROEM)
C  -1.985  -2.085  -0.953
C  -1.851  -0.834  -0.104
O  -0.678  -0.891  0.705
O  -1.824  0.277  -0.946
H  -2.899  -2.027  -1.538
H  -1.140  -2.156  -1.637
H  -2.027  -2.965  -0.316
H  -2.679  -0.762  0.619
H  0.182  -0.790  0.062
H  -1.495  1.046  -0.449
C  1.516  0.072  -0.818
N  1.626  1.290  -0.432
C  2.591  1.621  0.572
H  2.189  -0.717  -0.454
H  0.988  -0.092  -1.750
H  2.105  2.258  1.308
H  3.036  0.758  1.082
H  3.377  2.213  0.093
O  -0.303  1.527  1.385
H  -0.487  0.457  1.267
H  -0.241  1.799  2.305

How is the electron density shared among the atoms? According to Löwdin, the charges in e are: number 1, C, carries -0.02; number 2, C, carries -0.51; number 3, O, carries -0.08; number 4, O, carries 0.00; number 5, H, carries 0.09; number 6, H, carries 0.08; number 7, H, carries 0.08; number 8, H, carries 0.16; number 9, H, carries 0.11; number 10, H, carries 0.09; number 11, C, carries -0.12; number 12, N, carries -0.06; number 13, C, carries -0.15; number 14, H, carries 0.09; number 15, H, carries 0.08; number 16, H, carries 0.07; number 17, H, carries 0.08; number 18, H, carries 0.09; number 19, O, carries -0.15; number 20, H, carries 0.04; number 21, H, carries 0.03

Entry 6:
ORCA calculation (ωB97M-V/def2-TZVPD) on a cluster of 2 separate species, C4H13NO3 in total.

* total charge: 0
* orbital gap: 9.4 eV
* E_tot: -11990.042 eV
* energy above the lowest of the compared OMol25 structures with the same formula, charge and spin: 234.4 kJ/mol

CARTESIAN COORDINATES (ANGSTROEM)
C  0.964  1.797  0.427
C  0.594  0.355  0.800
O  1.564  -0.191  1.648
C  0.480  -0.411  -0.653
N  1.105  -1.704  -0.919
C  -0.943  -0.381  -1.040
O  -1.281  -1.175  -2.189
H  0.445  1.999  -0.522
H  2.044  1.871  0.237
H  0.705  2.482  1.261
H  -0.391  0.335  1.332
H  1.355  -1.093  1.908
H  1.230  0.229  -1.145
H  0.715  -2.503  -0.415
H  2.033  -1.634  -0.495
H  -1.687  -0.719  -0.325
H  -1.206  0.672  -1.227
H  -0.802  -0.824  -2.946
O  -2.017  1.290  1.606
H  -2.590  1.778  2.202
H  -2.156  1.618  0.700

How is the electron density shared among the atoms? According to Löwdin, the charges in e are: number 1, C, carries -0.05; number 2, C, carries -0.40; number 3, O, carries -0.04; number 4, C, carries -0.35; number 5, N, carries 0.05; number 6, C, carries -0.24; number 7, O, carries -0.06; number 8, H, carries 0.07; number 9, H, carries 0.09; number 10, H, carries 0.09; number 11, H, carries 0.10; number 12, H, carries 0.09; number 13, H, carries 0.13; number 14, H, carries 0.08; number 15, H, carries 0.07; number 16, H, carries 0.12; number 17, H, carries 0.11; number 18, H, carries 0.08; number 19, O, carries -0.06; number 20, H, carries 0.05; number 21, H, carries 0.05

Entry 7:
ORCA calculation (ωB97M-V/def2-TZVPD) on a cluster of 2 separate species, C4H13NO3 in total.

* total charge: 0
* orbital gap: 9.4 eV
* E_tot: -11989.841 eV
* energy above the lowest of the compared OMol25 structures with the same formula, charge and spin: 253.8 kJ/mol

CARTESIAN COORDINATES (ANGSTROEM)
C  -0.249  -0.494  1.689
N  -0.514  -1.163  0.467
C  -0.615  -0.256  -0.637
C  0.165  -0.699  -1.920
O  0.550  0.428  -2.678
C  -2.143  -0.020  -1.025
O  -2.319  0.568  -2.302
H  -1.077  0.193  1.896
H  0.745  0.138  1.834
H  -0.261  -1.106  2.596
H  -0.069  -2.045  0.238
H  -0.253  0.733  -0.366
H  -0.417  -1.207  -2.676
H  0.926  -1.394  -1.521
H  1.294  0.901  -2.253
H  -2.639  0.567  -0.247
H  -2.653  -1.037  -1.106
H  -1.454  0.965  -2.497
O  4.078  1.131  5.111
H  3.450  1.853  5.169
H  4.790  1.295  5.740

How is the electron density shared among the atoms? According to Löwdin, the charges in e are: number 1, C, carries -0.17; number 2, N, carries -0.10; number 3, C, carries -0.33; number 4, C, carries -0.21; number 5, O, carries -0.07; number 6, C, carries -0.21; number 7, O, carries -0.08; number 8, H, carries 0.08; number 9, H, carries 0.11; number 10, H, carries 0.07; number 11, H, carries 0.12; number 12, H, carries 0.13; number 13, H, carries 0.12; number 14, H, carries 0.12; number 15, H, carries 0.11; number 16, H, carries 0.10; number 17, H, carries 0.13; number 18, H, carries 0.06; number 19, O, carries -0.06; number 20, H, carries 0.03; number 21, H, carries 0.03

Entry 8:
ORCA calculation (ωB97M-V/def2-TZVPD) on a cluster of 3 separate species, C4H13NO3 in total.

* total charge: +1
* orbital gap (alpha / beta): 10.2 / 5.0 eV
* E_tot: -11982.068 eV
* 2S+1: 2
* energy above the lowest of the compared OMol25 structures with the same formula, charge and spin: 150.1 kJ/mol

CARTESIAN COORDINATES (ANGSTROEM)
O  0.375  -1.011  -2.547
C  -0.087  0.091  -2.679
C  -0.424  1.031  -1.539
C  0.078  0.481  -0.215
C  0.019  1.496  0.960
N  -0.768  0.948  2.012
H  -0.209  0.495  -3.693
H  -0.037  2.009  -1.844
H  -1.510  1.132  -1.551
H  1.078  0.079  -0.321
H  -0.555  -0.358  0.046
H  1.003  1.722  1.362
H  -0.460  2.435  0.621
H  -0.737  1.306  2.967
H  -1.717  0.645  1.758
H  0.619  -2.179  -0.883
H  0.772  -3.544  -0.255
O  0.324  -2.699  -0.109
H  0.736  -1.930  1.401
H  0.409  -0.757  2.363
O  1.093  -1.392  2.145

How is the electron density shared among the atoms? According to Löwdin, the charges in e are: number 1, O, carries 0.07; number 2, C, carries -0.22; number 3, C, carries -0.14; number 4, C, carries -0.17; number 5, C, carries -0.15; number 6, N, carries 0.28; number 7, H, carries 0.14; number 8, H, carries 0.13; number 9, H, carries 0.13; number 10, H, carries 0.13; number 11, H, carries 0.10; number 12, H, carries 0.15; number 13, H, carries 0.18; number 14, H, carries 0.17; number 15, H, carries 0.18; number 16, H, carries 0.03; number 17, H, carries 0.08; number 18, O, carries -0.05; number 19, H, carries 0.00; number 20, H, carries -0.02; number 21, O, carries -0.03

Entry 9:
ORCA calculation (ωB97M-V/def2-TZVPD) on a cluster of 2 separate species, C4H13NO3 in total.

* total charge: +1
* orbital gap (alpha / beta): 11.7 / 6.4 eV
* E_tot: -11981.843 eV
* 2S+1: 2
* energy above the lowest of the compared OMol25 structures with the same formula, charge and spin: 171.8 kJ/mol

CARTESIAN COORDINATES (ANGSTROEM)
C  -1.970  1.196  -0.411
N  -1.244  0.049  -0.867
C  0.089  -0.050  -0.269
C  0.401  -1.519  -0.036
O  1.730  -1.741  0.435
C  1.061  0.585  -1.319
O  2.404  0.482  -0.956
H  -1.337  2.058  -0.241
H  -2.569  0.967  0.505
H  -2.733  1.536  -1.123
H  -1.209  -0.051  -1.884
H  0.123  0.583  0.618
H  0.294  -2.132  -0.940
H  -0.294  -1.965  0.683
H  2.051  -0.976  0.929
H  0.900  1.651  -1.496
H  1.006  0.046  -2.306
H  2.634  -0.452  -0.881
H  0.239  -0.229  2.797
H  -0.885  -0.059  3.855
O  -0.691  0.021  2.905

How is the electron density shared among the atoms? According to Löwdin, the charges in e are: number 1, C, carries -0.02; number 2, N, carries 0.15; number 3, C, carries -0.26; number 4, C, carries -0.17; number 5, O, carries -0.03; number 6, C, carries -0.18; number 7, O, carries 0.00; number 8, H, carries 0.12; number 9, H, carries 0.14; number 10, H, carries 0.11; number 11, H, carries 0.18; number 12, H, carries 0.14; number 13, H, carries 0.15; number 14, H, carries 0.14; number 15, H, carries 0.10; number 16, H, carries 0.14; number 17, H, carries 0.16; number 18, H, carries 0.09; number 19, H, carries 0.04; number 20, H, carries 0.07; number 21, O, carries -0.06

Entry 10:
ORCA calculation (ωB97M-V/def2-TZVPD) on a cluster of 3 separate species, C4H13NO3S in total.

* total charge: 0
* orbital gap: 9.2 eV
* E_tot: -22824.985 eV
* energy above the lowest of the compared OMol25 structures with the same formula, charge and spin: 265.1 kJ/mol

CARTESIAN COORDINATES (ANGSTROEM)
C  0.953  -0.545  2.528
N  0.523  0.732  2.032
C  0.286  0.721  0.590
C  1.613  0.486  -0.212
O  1.657  -0.276  -1.147
C  -0.357  1.987  0.025
S  -1.247  1.697  -1.530
H  1.511  -0.209  3.398
H  0.281  -1.341  2.741
H  1.693  -1.147  1.901
H  0.972  1.572  2.401
H  -0.423  -0.135  0.387
H  2.394  1.190  0.041
H  -1.135  2.264  0.743
H  0.285  2.897  -0.003
H  -0.342  1.127  -2.355
O  0.601  -3.578  -0.726
H  1.167  -2.811  -0.689
H  -0.340  -3.469  -0.880
O  -2.249  -1.636  -0.039
H  -2.265  -2.599  -0.207
H  -3.025  -1.632  0.604

How is the electron density shared among the atoms? According to Löwdin, the charges in e are: number 1, C, carries -0.14; number 2, N, carries -0.09; number 3, C, carries -0.41; number 4, C, carries -0.22; number 5, O, carries 0.05; number 6, C, carries -0.53; number 7, S, carries 0.72; number 8, H, carries 0.08; number 9, H, carries 0.06; number 10, H, carries 0.10; number 11, H, carries 0.12; number 12, H, carries 0.12; number 13, H, carries 0.12; number 14, H, carries 0.07; number 15, H, carries 0.09; number 16, H, carries -0.14; number 17, O, carries -0.05; number 18, H, carries 0.01; number 19, H, carries 0.01; number 20, O, carries -0.09; number 21, H, carries 0.03; number 22, H, carries 0.08

no.,maximum force (eV Å⁻¹)
1,4.85
2,4.10
3,4.02
4,6.15
5,3.59
6,2.82
7,2.76
8,1.79
9,3.07
10,3.07